Computed, not measured: C22H23BN7O5RhS3 as an isolated structure, with ωB97M-V/def2-TZVPD.

Each line ends with the Löwdin charge.
Positions of all 62 atoms, in Å:
1 C 0.132 2.789 -3.561  -0.0448
2 N 1.219 -5.190 -1.123  0.0643
3 Rh 0.928 -0.543 -0.026  0.5874
4 H 0.615 3.054 -4.484  0.1200
5 C -1.339 -1.312 1.447  -0.1576
6 H 2.805 3.177 -3.288  0.0745
7 H 2.122 -8.899 2.528  0.1032
8 N 2.944 1.003 -2.755  0.0098
9 H 1.197 -6.712 3.225  0.1095
10 C -2.471 2.305 -1.138  -0.0152
11 H 2.196 -7.536 -1.526  0.1105
12 C -2.994 -1.746 -0.712  0.0883
13 O 0.896 -0.635 2.009  -0.2196
14 B 2.432 2.444 -2.405  -0.4258
15 H -4.876 -2.699 1.643  0.1180
16 C 3.676 -0.690 -3.977  -0.0453
17 N 3.797 -0.998 -2.640  -0.1147
18 H 0.758 -4.956 1.582  0.0652
19 C 4.407 -2.207 -2.120  -0.0408
20 C -1.181 2.763 -3.239  -0.0353
21 H -2.421 2.965 -0.275  0.0906
22 C 3.330 0.040 -1.905  -0.6612
23 C -1.012 -0.881 -2.169  -0.5722
24 S 3.225 0.056 -0.179  0.6400
25 C 1.421 -6.901 2.183  -0.0703
26 H 2.913 1.163 -4.889  0.1206
27 C 1.465 -6.123 -0.081  -0.2408
28 C 1.974 -7.358 -0.479  -0.0361
29 H 5.462 -2.236 -2.390  0.0964
30 O -1.652 -0.846 -3.199  0.0822
31 O 0.275 -0.680 -2.059  -0.1878
32 C -0.243 -1.057 2.497  -0.5754
33 C 1.174 -5.896 1.258  -0.0471
34 C 3.146 0.551 -4.036  -0.0505
35 N 1.077 -3.286 -2.358  0.1315
36 O -0.479 -1.273 3.663  0.0849
37 S 0.351 1.712 0.176  0.7277
38 H -2.062 2.968 -3.819  0.1233
39 O -4.677 -2.542 0.713  0.0858
40 C 0.005 2.188 -1.453  -0.6460
41 H 0.731 -3.838 -3.127  0.1211
42 H 0.936 -2.274 -2.407  0.0524
43 C -3.431 -2.039 0.584  -0.2703
44 N 0.862 2.452 -2.448  0.0172
45 H 2.604 -9.306 0.127  0.1049
46 N -1.248 2.404 -1.916  -0.1097
47 N -0.965 -1.040 0.208  -0.0506
48 H 4.303 -2.198 -1.039  0.0388
49 C 1.246 -3.838 -1.147  -0.7456
50 H 1.211 -5.622 -2.035  0.1387
51 C -1.722 -1.239 -0.858  -0.1699
52 H 2.806 2.749 -1.315  0.0567
53 H 3.899 -3.079 -2.529  0.0791
54 C 2.206 -8.354 0.453  -0.0844
55 S 1.566 -2.893 0.215  0.8124
56 H -3.630 -1.903 -1.572  0.1384
57 H -2.893 -2.042 2.703  0.1357
58 H -2.624 1.286 -0.792  0.0728
59 C -2.598 -1.820 1.685  0.0890
60 C 1.936 -8.126 1.794  -0.0890
61 H -3.300 2.594 -1.778  0.0951
62 H 3.992 -1.369 -4.749  0.1199

Computed properties:
gap between HOMO and LUMO: 7.9 eV
E_tot: -2941.84619 Eh
LUMO level: -0.001 Ha